DFT (ωB97M-V with the def2-TZVPD basis set) results for C47H46FeN4OP2 as an isolated structure in a non-equilibrium geometry.

```
101
Properties=species:S:1:pos:R:3:forces:R:3
Fe -0.068577 -0.188156 0.114695 0.269 -0.517 -0.243
C -0.090270 1.359691 3.564035 0.952 0.074 -0.416
N -1.465072 0.926352 3.560689 -0.043 -1.870 -0.956
C -1.681950 -0.226424 2.924554 0.448 1.144 1.335
P -2.435050 -0.721118 0.423323 -0.380 -0.474 -0.701
C -2.841485 -0.220097 -1.354029 0.325 0.121 0.324
C -4.186042 -0.598088 -1.871975 -0.113 -0.116 -0.042
C -4.346210 -1.028208 -3.125015 -0.339 0.147 0.501
C -3.237581 -1.148972 -4.049125 0.562 -0.046 -0.077
C -1.980089 -0.985701 -3.646282 -0.044 0.023 -0.071
C -1.644852 -0.676876 -2.221908 -0.106 -0.503 -0.271
C -4.111427 -0.613454 1.119095 0.236 0.030 0.482
C -4.841968 0.572560 1.034959 0.147 -0.198 0.082
C -6.125200 0.627476 1.542591 -0.062 0.072 -0.111
C -6.690348 -0.492068 2.134958 0.004 -0.031 0.068
C -5.965338 -1.668832 2.230581 -0.159 0.028 0.125
C -4.678647 -1.732071 1.726121 0.156 0.139 -0.146
C -2.472855 1.691246 4.183317 -1.243 0.811 0.773
C -3.810323 1.271481 4.170321 0.399 -0.085 -0.120
C -4.798072 2.024299 4.774352 0.029 0.084 0.039
C -4.495664 3.223194 5.400199 0.129 -0.064 -0.009
C -3.173804 3.629997 5.459712 -0.189 -0.041 0.015
C -2.175951 2.868306 4.883107 0.251 -0.273 -0.189
P 0.624834 1.601291 1.830814 -0.270 1.255 0.886
C -0.201568 3.129272 1.242686 -0.062 -0.485 -0.349
C -0.707607 4.139157 2.054081 0.071 -0.158 0.008
C -1.311147 5.247521 1.487681 0.012 0.038 0.109
C -1.393405 5.381284 0.110829 0.029 -0.072 0.008
C -0.867506 4.396272 -0.707631 0.007 0.106 -0.106
C -0.279311 3.279034 -0.141484 0.126 -0.073 0.151
C 2.213581 2.303224 2.439179 0.184 -0.461 -0.315
C 3.006516 1.555984 3.311934 -0.083 -0.030 -0.056
C 4.158383 2.100021 3.852473 0.091 -0.015 0.051
C 4.549001 3.385704 3.509113 -0.047 -0.028 -0.019
C 3.788761 4.118956 2.612765 0.090 0.007 0.029
C 2.632860 3.580583 2.072643 -0.189 -0.016 -0.061
H 0.525019 0.584398 4.036084 -0.116 0.188 0.000
H 0.062550 2.277326 4.124238 -0.060 -0.194 -0.144
H -2.602912 -0.753196 3.094811 -0.300 0.100 -0.319
H -0.803657 -0.825393 2.722944 -0.014 0.112 -0.189
H -5.030020 -0.490225 -1.210000 -0.145 -0.064 -0.057
H -5.325749 -1.294727 -3.488544 -0.182 0.022 0.039
H -3.460475 -1.397475 -5.074472 0.060 -0.046 -0.146
H -1.145517 -1.112410 -4.316693 0.102 -0.055 -0.220
H -1.032091 -1.504200 -1.815693 -0.074 0.091 -0.045
H -4.397356 1.442218 0.571155 0.000 0.127 0.002
H -6.684032 1.546633 1.470045 -0.122 0.113 0.008
H -7.695451 -0.446710 2.520549 -0.149 0.002 0.056
H -6.402954 -2.540544 2.689938 -0.087 -0.103 0.053
H -4.119577 -2.657341 1.773403 -0.005 -0.057 0.003
H -4.101894 0.346217 3.704740 -0.069 -0.120 -0.165
H -5.814351 1.662886 4.759125 -0.092 -0.042 -0.048
H -5.269470 3.813714 5.862044 -0.107 0.066 0.042
H -2.905076 4.541100 5.971171 0.023 0.057 0.078
H -1.165500 3.208172 5.036382 0.056 0.028 -0.058
H -0.617558 4.081638 3.124879 -0.039 0.012 0.136
H -1.711846 6.014535 2.130235 -0.039 0.130 0.075
H -1.853723 6.255612 -0.319416 -0.083 0.103 -0.059
H -0.924925 4.495598 -1.781774 0.037 -0.027 -0.063
H 0.143173 2.514696 -0.779834 -0.007 -0.037 -0.130
H 2.723922 0.548198 3.586418 0.003 -0.106 0.033
H 4.752151 1.524687 4.547847 0.022 -0.057 0.015
H 5.444026 3.810814 3.936686 0.068 0.034 0.034
H 4.089795 5.119632 2.339557 0.019 0.046 -0.043
H 2.049009 4.170431 1.381449 -0.042 0.051 -0.026
O 2.076463 0.448963 -0.688039 -0.469 -0.633 0.303
C 2.775990 1.475067 -1.404293 0.393 0.681 -0.330
C 2.140537 1.799640 -2.769634 0.093 -0.186 0.290
C 1.089521 0.784195 -3.254883 0.019 0.213 -0.021
C -0.302916 1.286734 -3.018108 0.289 0.629 -0.957
C -0.858906 2.272501 -3.746489 0.525 -0.730 0.459
C -2.263467 2.588086 -3.621011 -0.763 0.003 0.357
C -2.996732 2.065653 -2.634046 0.372 0.072 -0.325
C -2.332766 1.236536 -1.582315 -0.515 0.500 0.211
N -1.029737 0.659076 -1.988483 0.491 -0.132 1.189
H 2.690927 0.072661 -0.046314 -0.037 0.125 0.023
H 3.803909 1.140613 -1.565168 -0.094 -0.045 0.143
H 2.802794 2.375091 -0.776127 0.068 -0.141 -0.102
H 2.942612 1.859383 -3.502360 0.070 0.019 0.028
H 1.683382 2.786613 -2.728267 0.002 0.023 -0.040
H 1.221132 -0.173969 -2.748720 0.047 -0.048 -0.172
H 1.228297 0.629887 -4.324238 -0.014 -0.097 0.023
H -0.272457 2.786263 -4.492484 0.120 -0.049 -0.117
H -2.705818 3.213103 -4.381613 -0.130 0.100 0.001
H -4.053959 2.250428 -2.521221 -0.120 0.037 -0.085
H -2.256722 1.843493 -0.663277 -0.076 -0.257 -0.190
N 0.254913 -4.579176 1.109190 -0.119 0.190 0.027
C -0.261058 -3.347290 0.963971 -0.461 -0.053 0.212
N 0.597216 -2.464734 0.499167 -0.445 0.914 -0.110
C 1.771977 -3.178318 0.313452 0.426 -0.712 0.062
C 3.015771 -2.800240 -0.183538 -0.050 -0.054 0.064
C 4.003750 -3.759280 -0.247292 0.068 0.164 -0.055
C 3.786564 -5.077111 0.164807 -0.091 -0.077 0.029
C 2.560149 -5.484216 0.642518 -0.015 0.007 -0.032
C 1.564964 -4.519369 0.705727 0.581 0.533 -0.313
H -0.224718 -5.405848 1.429431 -0.106 0.140 0.008
H -1.281868 -3.115909 1.205949 -0.153 0.013 -0.062
H 3.196690 -1.798816 -0.534901 0.058 0.098 -0.106
H 4.973494 -3.492277 -0.635623 0.110 0.046 -0.036
H 4.594105 -5.787856 0.096139 0.070 -0.086 -0.009
H 2.377061 -6.504295 0.942114 0.014 -0.100 0.043
```
Forces are in eV/Å.

Values from the calculation:
E_LUMO (alpha / beta) ... -6.2 / -6.2 eV
2S+1 ... 5
Highest occupied orbital energy (alpha / beta) ... -12.1 / -12.3 eV
<S²> ... 6.018
Charge ... +2
Gap between HOMO and LUMO (alpha / beta) ... 5.872 / 6.107 eV

Atomic partial charges in e from the Löwdin method, atoms 1 to 6:
1. Fe 0.60
2. C -0.25
3. N -0.10
4. C -0.01
5. P 1.06
6. C -0.46


DFT (ωB97M-V with the def2-TZVPD basis set) results for C47H46INO2PdS2 as an isolated structure.

```
100
Properties=species:S:1:pos:R:3:forces:R:3
Pd 0.352909 0.134166 0.407121 -0.225 -0.148 0.537
C -3.159686 -7.266681 -1.463303 0.031 0.077 0.008
C -2.868154 -5.791143 -1.495575 -0.041 -0.083 0.033
C -2.290367 -5.208142 -2.619707 0.018 0.018 -0.043
C -2.042418 -3.843768 -2.667715 -0.043 -0.090 0.010
C -2.390144 -3.063516 -1.575356 -0.037 -0.166 0.015
C -2.961977 -3.616147 -0.432196 0.032 -0.102 -0.022
C -3.192791 -4.976293 -0.403119 -0.017 -0.039 0.009
S -1.999817 -1.365250 -1.630781 0.119 0.533 0.051
O -1.334867 -1.100691 -0.267583 -0.159 -0.284 0.113
C -3.608889 -0.570191 -1.517522 -0.049 -0.173 -0.101
C -4.762952 -1.316534 -1.859255 0.104 0.025 0.090
C -5.983588 -0.714457 -1.843182 -0.101 0.089 0.018
C -6.122439 0.646960 -1.480866 -0.072 -0.073 -0.019
C -7.394936 1.274013 -1.435752 0.060 -0.096 -0.024
C -7.507499 2.587260 -1.094769 0.057 0.116 0.037
C -6.351283 3.342001 -0.777955 -0.162 -0.004 -0.027
C -5.116418 2.768998 -0.815467 0.071 -0.082 -0.005
C -4.966356 1.398637 -1.168329 0.084 0.074 0.062
C -3.684580 0.769494 -1.214118 0.073 0.187 -0.013
C -2.486890 1.647775 -0.993893 -0.085 -0.248 -0.214
C -2.025923 2.482897 -2.057376 -0.011 -0.024 -0.116
C -2.602280 2.430336 -3.354742 0.005 -0.027 0.125
C -2.135435 3.235899 -4.350848 0.089 0.108 -0.049
C -1.076817 4.145286 -4.111643 -0.116 -0.067 -0.091
C -0.504080 4.221458 -2.878072 -0.009 -0.030 0.122
C -0.958063 3.389728 -1.821800 0.030 0.024 -0.070
C -0.354127 3.442153 -0.542132 0.084 -0.039 -0.049
C -0.763805 2.604228 0.453422 -0.287 0.186 0.045
C -1.848496 1.716560 0.212491 -0.086 0.188 0.336
S -2.372231 0.683632 1.590859 0.570 -0.145 0.037
O -0.974004 0.314560 2.181371 -0.637 0.164 -0.488
C -3.036331 1.901870 2.675426 0.098 0.025 0.153
C -2.234298 2.564359 3.594531 -0.021 0.050 0.031
C -2.813943 3.518306 4.412050 0.013 0.003 0.001
C -4.174276 3.818078 4.322300 -0.033 0.057 0.058
C -4.793733 4.836053 5.239909 0.023 -0.036 -0.047
C -4.953086 3.124932 3.397365 -0.023 -0.028 -0.026
C -4.398565 2.152336 2.580522 -0.003 0.056 0.041
H -2.406400 -7.830836 -2.011452 -0.003 0.015 0.000
H -4.125464 -7.470629 -1.930270 0.003 0.021 0.000
H -3.201582 -7.642637 -0.442501 0.004 0.013 -0.002
H -2.025020 -5.828794 -3.466585 -0.005 0.010 0.011
H -1.588448 -3.396256 -3.543706 0.002 -0.003 0.013
H -3.213446 -2.990441 0.415652 0.009 0.005 -0.016
H -3.635562 -5.423177 0.478848 0.005 -0.002 -0.019
H -4.678971 -2.360005 -2.126514 0.005 0.027 -0.007
H -6.868074 -1.281354 -2.106260 0.004 0.011 0.011
H -8.273373 0.688742 -1.678450 0.019 0.006 -0.001
H -8.480291 3.060085 -1.066952 0.017 0.001 0.008
H -6.450841 4.384921 -0.505319 -0.017 -0.020 -0.012
H -4.245582 3.361244 -0.563461 -0.001 -0.019 -0.017
H -3.421493 1.749957 -3.548451 0.012 -0.005 0.017
H -2.582408 3.186199 -5.335027 0.011 0.014 0.008
H -0.728301 4.784232 -4.912190 -0.012 -0.020 -0.001
H 0.301865 4.919481 -2.686329 -0.007 -0.021 0.010
H 0.436863 4.161063 -0.361940 -0.003 -0.011 -0.014
H -0.352263 2.674629 1.452453 0.034 -0.001 0.015
H -1.184276 2.314281 3.685768 -0.014 -0.019 -0.023
H -2.203484 4.038944 5.140113 -0.013 -0.005 -0.005
H -4.086695 5.625815 5.489894 0.001 -0.008 -0.005
H -5.103626 4.363605 6.174175 0.007 -0.009 -0.006
H -5.676499 5.289987 4.792708 0.006 -0.008 -0.008
H -6.012784 3.337960 3.326742 0.013 -0.007 0.003
H -5.018669 1.602942 1.880693 0.019 0.010 0.009
I 2.748355 0.281743 -1.252653 0.121 0.101 -0.181
C 0.747916 0.300116 -1.802467 0.577 0.098 -0.457
H 0.506264 -0.576544 -2.387213 -0.086 -0.009 0.069
H 0.449145 1.259289 -2.208042 -0.098 -0.010 0.076
C 2.367224 3.380123 3.323531 0.002 -0.058 -0.001
C 2.265030 1.897526 3.556467 0.044 0.079 0.119
C 2.492979 1.360973 4.838779 0.006 0.071 0.038
C 2.435850 -0.008285 5.098869 0.020 0.011 0.068
C 2.703295 -0.544031 6.481031 -0.016 0.030 -0.057
C 2.136806 -0.874606 4.063420 -0.038 0.043 -0.072
C 1.873797 -0.383526 2.757624 0.111 -0.146 0.030
C 1.964394 1.026594 2.547931 0.018 -0.084 -0.095
N 1.493784 -1.127520 1.709669 -0.166 -0.201 0.049
C 1.440716 -2.611761 1.629157 0.243 0.253 0.043
C 2.703982 -3.275126 2.211966 -0.066 0.003 0.026
C 1.386168 -2.978693 0.148326 0.006 -0.084 -0.120
C 0.159562 -3.078137 2.324953 -0.042 0.001 0.005
H 3.341150 3.756889 3.637204 -0.006 -0.011 -0.003
H 1.612502 3.916580 3.901432 0.000 -0.009 0.000
H 2.234045 3.627225 2.269806 -0.002 -0.003 0.015
H 2.727589 2.038828 5.652770 0.000 -0.013 -0.023
H 2.737179 0.256775 7.216742 -0.005 0.000 -0.006
H 3.661078 -1.065653 6.509803 0.000 0.005 -0.010
H 1.932512 -1.253292 6.782407 0.001 0.005 -0.012
H 2.060845 -1.927241 4.273160 -0.024 -0.036 -0.006
H 1.865793 1.428458 1.535614 0.009 0.005 -0.025
H 3.590995 -2.665981 2.031340 -0.020 -0.004 -0.010
H 2.852612 -4.231827 1.712578 -0.003 -0.002 0.003
H 2.633902 -3.485981 3.275876 -0.005 0.019 0.002
H 2.335178 -2.760335 -0.345420 -0.040 -0.013 0.028
H 0.580186 -2.462949 -0.371076 -0.025 0.002 0.029
H 1.198415 -4.049106 0.064159 0.030 -0.009 -0.028
H 0.149147 -2.799780 3.378190 0.002 -0.006 0.004
H 0.099205 -4.164643 2.250918 -0.014 0.000 0.017
H -0.719059 -2.643957 1.844631 0.027 -0.002 -0.010
```
Forces are in eV/Å.

Values from the calculation:
E_LUMO (alpha / beta) ... -4.9 / -7.6 eV
2S+1 ... 5
Highest occupied orbital energy (alpha / beta) ... -13.0 / -13.0 eV
<S²> ... 6.061
Charge ... +2
Gap between HOMO and LUMO (alpha / beta) ... 8.151 / 5.416 eV

Atomic partial charges in e from the Löwdin method, atoms 1 to 6:
1. Pd 0.93
2. C -0.03
3. C -0.24
4. C -0.01
5. C -0.06
6. C -0.44


no.,M (g/mol)
1,800.70
2,954.35